No. 1
This record from OMol25 describes the molecule C4H9F. The level of theory is wB97M-V/def2-TZVPD.

The value obtained for the gap between HOMO and LUMO is 12.2 eV. The molar mass is 76.1 g/mol. The total energy comes out at -257.598993 a.u. The SMILES is CCCCF. The max |F| is 6.66 eV/A.

```
! wB97M-V def2-TZVPD RIJCOSX def2/J DEFGRID3
* xyz 0 1
C 0.828 -1.436 -0.693
C 0.084 -0.054 -0.866
C -0.950 0.250 0.226
C -0.288 1.167 1.288
H 1.670 -1.373 0.098
H 1.285 -1.514 -1.702
H 0.060 -2.215 -0.594
H -0.288 0.131 -1.902
H 0.849 0.729 -0.782
H -2.008 0.381 -0.176
H -1.033 -0.700 0.724
H -0.904 1.616 1.885
H 0.378 0.884 1.951
F 0.320 2.134 0.543
*
```


No. 2
This record from OMol25 describes the molecule C4H9F2N. The level of theory is wB97M-V/def2-TZVPD.

The value obtained for the gap between HOMO and LUMO is 9.6 eV. The molar mass is 109.1 g/mol. The total energy comes out at -412.229924 a.u. The SMILES is CN[C@H](C)C(F)F. The max |F| is 3.45 eV/A.

```
! wB97M-V def2-TZVPD RIJCOSX def2/J DEFGRID3
* xyz 0 1
C -0.371 1.751 0.202
C 1.770 -1.202 0.085
C -0.076 0.342 -0.286
C -1.648 -0.547 -0.325
N 0.997 -0.161 0.564
F -2.233 -0.926 0.864
F -2.573 0.214 -0.948
H -0.523 1.822 1.283
H -1.241 2.144 -0.391
H 0.427 2.439 -0.008
H 1.432 -1.486 -0.867
H 2.905 -0.842 -0.121
H 1.624 -2.123 0.681
H 0.132 0.227 -1.374
H -1.540 -1.407 -0.990
H 0.919 -0.244 1.631
*
```


No. 3
This record from OMol25 describes the ion C4H9FN with charge +1. The level of theory is wB97M-V/def2-TZVPD.

The value obtained for the gap between HOMO and LUMO is 10.9 eV. The molar mass is 90.1 g/mol. The total energy comes out at -312.140684 a.u. The SMILES is C=C(F)C[NH2+]C. The max |F| is 4.00 eV/A.

```
! wB97M-V def2-TZVPD RIJCOSX def2/J DEFGRID3
* xyz 1 1
C -0.730 2.609 -0.086
C -0.490 1.505 0.572
C 0.667 -2.102 -0.441
C -0.594 -0.070 0.066
N 0.726 -0.720 0.084
F -0.042 1.481 1.839
H -0.609 3.556 0.417
H -1.066 2.620 -1.104
H 0.329 -2.090 -1.476
H 1.649 -2.570 -0.401
H -0.031 -2.696 0.145
H -1.272 -0.574 0.752
H -1.006 -0.057 -0.940
H 1.083 -0.725 1.052
H 1.386 -0.168 -0.480
*
```


No. 4
This record from OMol25 describes a cluster of 2 separate species, C4H9FN in total. The level of theory is wB97M-V/def2-TZVPD.

The value obtained for the gap between HOMO and LUMO is 6.8 eV. The molar mass is 90.1 g/mol. The total energy comes out at -311.986108 a.u. The max |F| is 3.75 eV/A.

```
! wB97M-V def2-TZVPD RIJCOSX def2/J DEFGRID3
* xyz 1 1
C 2.780 -1.111 -0.668
C 2.024 -0.641 0.389
C -1.599 0.780 0.493
C -0.997 -0.532 0.230
N -2.085 1.497 -0.593
F -1.025 -1.179 -0.897
H 3.935 -1.222 -0.653
H 2.167 -1.242 -1.625
H 2.337 -0.610 1.503
H -2.452 0.688 1.366
H -0.735 1.409 1.036
H -0.889 -1.209 1.189
H 0.941 -0.357 0.182
H -2.547 2.397 -0.392
H -1.855 1.333 -1.560
*
```


ΔE to the lowest compared entry with this formula, charge and spin
In order: 201.3; 146.1; 94.2; 500.1
Unit: kJ/mol